Entry from the OMol25 dataset: a molecular structure, C30H76O15SSiTa in a non-equilibrium geometry (ωB97M-V/def2-TZVPD).

The geometry in XYZ format:
```
124
Properties=species:S:1:pos:R:3:mulliken_charge:R:1
C -4.22244 5.74156 1.49546 -0.8296
Si -2.33709 5.54045 1.49037 0.4296
C -1.52929 7.12607 2.18952 -1.2374
C -1.82367 5.49865 -0.35353 -0.9534
Ta -1.45864 3.40526 2.88308 0.6415
C -0.77276 1.74850 4.32344 -1.1687
C 0.73388 1.92882 4.63293 -0.7104
C 1.52987 0.61122 4.59089 -0.7354
C 2.03234 0.28305 3.17083 -0.3792
S 3.71860 -0.22905 3.08797 1.2324
O 3.90812 -1.06386 1.93755 -0.6504
O 4.58815 0.89330 3.30786 -0.6225
O 3.85857 -1.20489 4.34048 -0.4861
C -2.98664 2.05264 1.82550 -1.5772
C -2.85512 1.60722 0.38002 0.0278
O -1.62941 2.02626 -0.26577 -0.2283
C -1.70053 2.35663 -1.53532 0.1342
O -0.74571 2.48050 -2.26037 -0.5630
H -4.65223 5.72173 2.49661 0.3840
H -4.56043 6.63614 0.96236 0.3195
H -4.64330 4.88906 0.94912 -0.0464
H -1.20659 6.96010 3.21619 0.2990
H -2.18200 7.99996 2.12948 0.3438
H -0.62688 7.32355 1.60231 0.2999
H -2.62292 5.10687 -0.98978 0.1661
H -1.60101 6.51384 -0.69163 0.4269
H -0.93120 4.88493 -0.47348 0.2023
H 0.00085 3.10750 1.77138 -0.2908
H -0.36381 4.59984 3.78192 -0.1159
H -2.77419 3.87684 4.12205 -0.2109
H -1.34110 1.76046 5.25576 0.3655
H -0.93929 0.79115 3.81517 0.4468
H 0.84579 2.40317 5.60813 0.3211
H 1.18793 2.61602 3.91237 0.3875
H 0.85954 -0.18989 4.90674 0.3141
H 2.36317 0.68089 5.29313 0.4305
H 1.47330 -0.53618 2.72132 0.3113
H 1.97865 1.16182 2.52497 0.2840
H 4.05448 -0.67549 5.12688 0.3562
H -3.05544 1.16336 2.46077 0.4996
H -3.94788 2.56676 1.92421 0.3307
H -3.70293 1.97189 -0.21070 0.1721
H -2.87474 0.51693 0.30553 0.3011
H -2.72897 2.52823 -1.88821 0.3674
C 0.49627 0.95988 -4.92234 -0.4866
O 0.08308 -0.23371 -5.58395 -0.4152
C -1.24441 -0.17511 -6.06136 -0.4018
C -1.29903 0.05885 -7.55411 -0.4116
O -0.81776 1.34477 -7.90666 -0.3605
C 0.50590 1.33959 -8.40089 -0.7607
H 1.56417 0.86996 -4.73303 0.2905
H 0.31612 1.84010 -5.54442 0.2806
H -0.02282 1.08225 -3.97124 0.1560
H -1.80675 0.60635 -5.53956 0.2735
H -1.71961 -1.13829 -5.84080 0.3764
H -2.34042 -0.00092 -7.88986 0.2487
H -0.73115 -0.71877 -8.07519 0.3377
H 0.55285 0.87178 -9.39165 0.3139
H 1.18489 0.81544 -7.72400 0.3247
H 0.82241 2.37745 -8.48768 0.2445
C -6.90642 4.73389 -2.04317 -0.6873
O -7.28790 5.12283 -0.73930 -0.2347
C -8.68586 5.21031 -0.54761 -0.4999
C -9.21425 4.01310 0.20851 -0.5504
O -9.08538 2.81634 -0.54042 -0.3849
C -7.98072 2.02197 -0.14616 -0.5849
H -5.83496 4.54228 -2.01975 0.0838
H -7.42679 3.82699 -2.36341 0.4096
H -7.10365 5.53453 -2.76538 0.2759
H -9.20300 5.30510 -1.50839 0.3689
H -8.88671 6.11366 0.03786 0.3460
H -10.27867 4.16269 0.41825 0.3892
H -8.68866 3.92433 1.16410 0.3105
H -8.14985 1.57866 0.84109 0.3392
H -7.05559 2.60284 -0.12076 0.1654
H -7.88083 1.22224 -0.87795 0.2531
C 6.81600 -3.21876 7.60452 -0.6792
O 8.16810 -3.04673 7.22987 -0.3723
C 8.78587 -4.23338 6.75991 -0.5908
C 8.86984 -4.27122 5.25192 -0.2832
O 7.58847 -4.36964 4.65612 -0.3467
C 7.10439 -3.14453 4.12748 -0.7985
H 6.40652 -2.22879 7.79808 0.2291
H 6.23545 -3.69666 6.81134 0.3125
H 6.73496 -3.81752 8.51912 0.3109
H 8.24509 -5.11485 7.11918 0.3130
H 9.79860 -4.26327 7.17452 0.3855
H 9.43970 -5.15882 4.95440 0.2634
H 9.40197 -3.38798 4.88496 0.3232
H 7.66782 -2.85630 3.23449 0.3529
H 7.16311 -2.33959 4.86395 0.3388
H 6.06371 -3.29418 3.84910 0.2418
C -6.56643 -1.45703 -8.52655 -0.7063
O -6.68122 -0.24523 -9.24633 -0.3723
C -7.71364 0.60355 -8.77364 -0.4871
C -7.17407 1.72496 -7.91596 -0.4974
O -6.62025 1.24078 -6.70676 -0.3973
C -5.20528 1.18083 -6.71300 -0.8396
H -5.65734 -1.94981 -8.86664 0.2450
H -6.49598 -1.28105 -7.45027 0.3018
H -7.42000 -2.11460 -8.72683 0.3261
H -8.45149 0.02840 -8.20531 0.3188
H -8.21554 1.03194 -9.64718 0.3635
H -7.99635 2.40022 -7.65809 0.4072
H -6.42983 2.29699 -8.47882 0.3048
H -4.77492 2.18733 -6.69097 0.3861
H -4.82930 0.64847 -7.59048 0.3554
H -4.89464 0.64947 -5.81518 0.2946
C 11.06609 -8.32813 3.13470 -0.7886
O 9.93490 -7.89982 3.86541 -0.3395
C 8.73787 -7.87161 3.09893 -0.2762
C 7.85596 -9.06030 3.39569 -0.6019
O 8.44516 -10.28022 2.96992 -0.3685
C 9.02508 -11.02561 4.02071 -0.6949
H 11.88011 -8.46104 3.84561 0.2524
H 10.87998 -9.27628 2.62313 0.3400
H 11.36390 -7.57626 2.39536 0.3155
H 8.96849 -7.83504 2.03003 0.3346
H 8.19971 -6.95554 3.36271 0.2560
H 6.91140 -8.94298 2.85672 0.3784
H 7.63262 -9.09708 4.46630 0.3287
H 8.25439 -11.43929 4.68100 0.3190
H 9.71358 -10.41823 4.61415 0.3024
H 9.57590 -11.84872 3.56840 0.2396
```

Computed properties:
energy above the lowest of the compared OMol25 structures with the same formula, charge and spin = 0.300 eV
LUMO energy = 1.993 eV
orbital gap = 6.3 eV
highest occupied orbital energy = -4.35 eV
total charge = -1
2S+1 = 1

Entry from the OMol25 dataset: a molecular structure, C30H78GaN2O9 in a non-equilibrium geometry (ωB97M-V/def2-TZVPD).

The geometry in XYZ format:
```
120
Properties=species:S:1:pos:R:3:mulliken_charge:R:1
C 1.80184 -4.61888 0.81071 -0.8708
C 2.17759 -3.25194 1.66370 0.1426
C 0.74275 -2.47352 1.98058 -0.3002
C 0.87055 -1.32062 3.14841 0.2229
N 2.28841 -0.91929 3.49050 -0.3259
Ga 2.86046 -1.57617 5.22864 -0.2428
N 2.61882 -3.53929 5.30444 -0.5325
C 1.90168 -0.69950 6.84324 0.0096
O 0.44623 -0.54575 6.69386 -0.3847
C -0.27101 -1.82324 6.82606 -0.3088
O -0.50710 -2.26693 8.20925 -0.4079
C -0.77129 -3.74245 8.13419 -0.4294
C 0.62790 -4.48788 8.55779 -0.0928
O 1.15051 -5.42931 7.53061 -0.5328
C 4.92506 -1.28891 5.54513 -0.6919
C 5.41001 0.25306 5.27117 0.4901
C 5.75574 0.40508 3.65659 -1.0037
C 6.87633 0.42498 6.04967 -1.1627
H 1.16443 -5.30178 1.54974 0.2936
H 1.11966 -4.36433 -0.11030 0.1836
H 2.77758 -5.15573 0.42559 0.1934
H 2.86260 -2.56343 1.00931 0.2092
H 2.68528 -3.61508 2.65693 -0.0819
H 0.00914 -3.31086 2.40537 0.2395
H 0.22563 -2.08024 0.98483 0.0068
H 0.36134 -1.75180 4.10973 -0.3580
H 0.19914 -0.39765 2.80441 0.1558
H 2.32536 0.13223 3.46106 0.2458
H 2.81069 -3.77091 6.32411 0.1080
H 3.49223 -3.88861 4.80716 0.1939
H 2.36120 0.39547 6.96355 0.1744
H 2.22818 -1.27051 7.83435 0.0786
H -1.32879 -1.72334 6.28211 0.2600
H 0.30944 -2.66908 6.26243 0.1946
H -1.17528 -4.05421 7.05568 0.2576
H -1.64551 -4.06446 8.88073 0.3057
H 0.43303 -5.02302 9.60386 0.2158
H 1.47003 -3.64816 8.66246 0.1742
H 2.05033 -5.71241 7.92340 0.3169
H 5.23027 -1.61099 6.65311 0.1433
H 5.46132 -2.04264 4.80253 0.1646
H 4.63351 1.07991 5.56267 0.1647
H 5.98298 -0.64721 3.18735 0.2082
H 6.76790 1.02695 3.60431 0.3312
H 4.89723 0.96895 3.06972 0.2175
H 6.75562 0.12887 7.17535 0.3227
H 7.57872 -0.39698 5.54391 0.2229
H 7.36366 1.47557 5.88177 0.3334
C -2.49123 0.19727 -1.77955 -0.6418
C -2.67571 -1.05673 -0.93989 0.1613
C -4.07222 -1.12341 -0.34263 -1.4355
O -1.71203 -1.06785 0.11020 -0.4172
H -2.62053 1.09914 -1.17068 0.2237
H -1.47778 0.23800 -2.19288 0.3148
H -3.20813 0.22790 -2.60597 0.0239
H -2.49703 -1.94321 -1.55804 0.3542
H -4.25759 -0.26833 0.31721 0.3336
H -4.18659 -2.02467 0.26910 0.3598
H -4.83658 -1.13235 -1.12591 0.3821
H -1.86300 -0.28418 0.66428 0.2632
C -0.67276 3.39048 -2.44042 -1.1394
C -2.12534 3.83802 -2.47676 0.8171
C -2.25123 5.27306 -2.96277 -1.4235
O -2.68518 3.73110 -1.17037 -0.4209
H -0.08828 4.01199 -1.75272 0.4315
H -0.59652 2.36008 -2.07707 0.1841
H -0.21765 3.44611 -3.43422 0.3156
H -2.69839 3.17516 -3.13411 -0.1042
H -1.72268 5.96135 -2.29357 0.3499
H -3.30088 5.58563 -2.97199 0.3413
H -1.84344 5.38521 -3.97222 0.3336
H -2.18257 4.31633 -0.57975 0.3070
C -5.34552 7.30938 1.73922 -1.3670
C -4.75757 6.39833 0.67344 0.4786
C -5.21043 4.95943 0.86286 -1.1090
O -3.33478 6.45745 0.73423 -0.5508
H -5.02077 7.00246 2.73980 0.3550
H -5.00122 8.33942 1.59765 0.3270
H -6.43950 7.29827 1.70824 0.3699
H -5.05810 6.75117 -0.31907 0.2463
H -4.88088 4.56918 1.83241 0.3253
H -4.76975 4.31314 0.09627 0.1845
H -6.30035 4.87780 0.80565 0.3760
H -3.05880 6.14597 1.61214 0.3634
C -2.29453 -0.07579 -7.13779 -1.1444
C -2.82304 0.30654 -5.76445 0.4906
C -4.19568 0.95330 -5.85909 -1.1175
O -1.91518 1.21403 -5.14498 -0.4194
H -2.18662 0.80826 -7.77624 -0.0140
H -1.30079 -0.52884 -7.05528 0.3156
H -2.96315 -0.78587 -7.63436 0.4230
H -2.87910 -0.58490 -5.13035 0.3452
H -4.15519 1.87387 -6.45224 0.1556
H -4.55811 1.23441 -4.86452 0.2720
H -4.92136 0.27413 -6.31734 0.4309
H -1.85902 2.00869 -5.70111 0.2512
C 5.65975 -6.03328 -3.31009 -1.2587
C 4.36392 -6.38178 -2.59527 0.3638
C 3.19060 -6.41886 -3.56137 -1.2680
O 4.10950 -5.41394 -1.58036 -0.4405
H 5.59741 -5.04223 -3.77349 0.3327
H 6.49327 -5.99813 -2.60046 0.3244
H 5.89189 -6.76830 -4.08708 0.3613
H 4.46566 -7.35463 -2.10223 0.2478
H 3.04072 -5.44144 -4.03371 0.3293
H 2.26280 -6.65867 -3.03106 0.3155
H 3.34866 -7.16541 -4.34594 0.3815
H 4.01775 -4.54683 -2.00890 0.3099
C -0.57740 3.31124 -8.57794 -1.1835
C -2.02998 3.75878 -8.61428 0.3974
C -2.15587 5.19382 -9.10029 -1.4326
O -2.58982 3.65186 -7.30789 -0.4147
H 0.00708 3.93275 -7.89024 0.3314
H -0.50116 2.28084 -8.21459 0.2756
H -0.12229 3.36687 -9.57174 0.4117
H -2.60303 3.09592 -9.27163 0.3521
H -1.62732 5.88211 -8.43109 0.3490
H -3.20552 5.50639 -9.10951 0.3373
H -1.74808 5.30597 -10.10974 0.3920
H -2.08721 4.23709 -6.71728 0.2288
```

Computed properties:
LUMO energy = 1.642 eV
orbital gap = 5.6 eV
highest occupied orbital energy = -3.95 eV
total charge = -1
2S+1 = 1

Entry from the OMol25 dataset: 12 unconnected molecules or ions with the total composition C30H78N2O22S6 in a non-equilibrium geometry (ωB97M-V/def2-TZVPD).

The geometry in XYZ format:
```
138
Properties=species:S:1:pos:R:3:mulliken_charge:R:1
C -28.48393 3.80731 22.89483 1.5925
C -29.96119 4.01546 23.03169 -0.1259
O -30.58719 3.99042 21.78377 0.2204
H -28.34969 2.98016 22.19777 -0.3554
H -27.93964 3.54855 23.80307 -0.3666
H -27.87023 4.60052 22.46787 -0.4922
H -30.25111 4.84536 23.67613 0.2682
H -30.41725 3.20930 23.60632 -0.3758
H -30.34460 4.78133 21.29674 -0.2941
C -23.94378 3.31527 22.88976 -0.6144
C -23.82865 4.03960 24.29837 0.0139
O -24.75882 3.50252 25.07965 0.0286
H -24.92611 3.28910 22.41810 -0.1309
H -23.51665 2.31385 22.83644 0.4051
H -23.38301 3.91004 22.16873 0.4450
H -23.95354 5.12193 24.26584 0.3983
H -22.88434 3.72651 24.74376 0.2577
H -25.44835 4.16969 25.11165 0.0969
C -26.46291 7.44773 26.89547 -1.4183
C -26.16063 6.55367 25.76246 0.0867
O -26.99518 5.37456 25.76858 -0.3050
H -26.25940 8.49459 26.67016 0.3833
H -25.83653 7.10337 27.71838 0.3321
H -27.47813 7.44425 27.29222 0.3089
H -25.20005 6.10758 26.02010 0.3612
H -25.91603 7.01310 24.80476 0.1120
H -27.10647 5.06859 26.67169 0.1459
C -35.35783 7.06521 21.56716 -1.3667
C -33.79324 6.79688 21.64258 0.3399
O -33.59380 5.39833 21.40965 -0.5075
H -35.67659 7.01613 20.52597 0.3404
H -35.57386 8.08203 21.89505 0.4027
H -35.86896 6.41285 22.27515 0.3388
H -33.44727 6.92755 22.66792 0.2196
H -33.21370 7.43379 20.97431 -0.0659
H -32.66879 5.14695 21.46215 0.2294
C -31.54666 5.02676 16.33498 -1.1856
C -31.06902 5.00001 17.73402 0.5028
N -30.70889 5.02461 18.81469 -0.1791
H -30.72641 5.16413 15.63040 0.3079
H -32.25838 5.83046 16.14622 0.3712
H -31.87514 4.01057 16.11693 0.3209
C -33.76482 2.13500 23.14551 -0.0253
C -33.96289 0.69913 23.28283 0.1765
N -34.09551 -0.44918 23.34547 -0.4656
H -32.77279 2.39873 22.77888 -0.3308
H -33.81899 2.51855 24.16435 0.3198
H -34.65446 2.53809 22.66160 0.3416
O -31.28773 0.34229 17.68915 -0.6228
S -31.23882 0.61103 19.07753 1.1155
O -32.41965 1.12667 19.75202 -0.5426
O -30.55754 -0.63099 19.93229 -0.4167
C -30.39230 -0.58237 21.38324 1.1024
C -30.56232 -1.95602 22.03397 -1.2918
C -29.83763 1.83998 19.16888 -0.1458
H -31.07962 0.18609 21.73700 -0.0131
H -29.36890 -0.24712 21.55163 -0.3922
H -29.89091 -2.66844 21.55463 0.3535
H -31.61326 -2.22522 22.13960 0.3796
H -30.14054 -1.78514 23.02443 0.2374
H -29.02339 1.12134 19.07573 0.2016
H -29.84246 2.20550 20.19576 -0.3435
H -29.86500 2.65022 18.44028 0.2421
O -28.78481 11.05013 22.07969 -0.5672
S -29.15178 11.42725 20.71221 1.1391
O -28.13267 11.95788 19.82147 -0.6124
O -29.90601 10.20856 19.89100 -0.3654
C -30.74997 9.31938 20.59174 -0.6869
C -30.24927 7.89528 20.49270 -0.4567
C -30.56609 12.57915 20.70994 -0.9069
H -31.72100 9.40788 20.10453 0.3437
H -30.84361 9.66426 21.62150 0.5644
H -30.64750 7.28811 21.30563 0.2324
H -29.20585 7.87651 20.80738 0.0513
H -30.38323 7.38582 19.53844 0.2040
H -30.28982 13.37430 21.40240 0.3666
H -31.45127 12.07257 21.09456 0.3098
H -30.64054 12.85982 19.65933 0.3279
O -27.13410 1.98892 17.14159 -0.5216
S -25.86875 1.47813 17.72068 1.1204
O -24.86713 2.38178 18.32113 -0.5840
O -26.20419 0.23481 18.84604 -0.3397
C -25.57799 0.27038 20.07964 -0.9095
C -26.39461 1.16389 21.07016 1.2252
C -25.04451 0.28959 16.53809 -0.9953
H -24.54340 0.58652 19.94626 0.4352
H -25.56029 -0.71444 20.54645 0.3802
H -27.46321 0.94902 21.07455 -0.3316
H -26.28943 2.23153 20.87728 -0.6756
H -25.99019 1.04888 22.07581 0.0941
H -25.78338 -0.47522 16.29886 0.3414
H -24.29842 -0.12298 17.21724 0.3260
H -24.64003 0.87335 15.71122 0.3896
O -28.81320 0.24052 25.47171 -0.5084
S -27.98320 0.33081 26.65914 1.1066
O -28.51632 0.41594 28.02842 -0.6605
O -27.16834 -1.08238 26.70112 -0.3745
C -26.76046 -1.68146 25.52362 -0.4922
C -25.90526 -0.91962 24.49441 -0.2832
C -26.68046 1.64693 26.48323 -0.4199
H -27.67249 -2.10065 25.09867 0.2927
H -26.19843 -2.55796 25.84606 0.3964
H -24.92524 -0.67645 24.90493 0.2703
H -26.51346 -0.01693 24.43636 -0.3028
H -25.81714 -1.47573 23.56111 0.4124
H -26.21187 1.85240 27.44567 0.4634
H -27.26611 2.48094 26.09652 -0.1561
H -25.86791 1.43830 25.78728 0.2382
O -27.06763 6.90919 22.44671 -0.4397
S -25.98493 7.06046 21.44237 1.1817
O -24.77948 6.26755 21.56213 -0.6077
O -26.58039 6.82065 19.92516 -0.4468
C -27.28497 5.53714 19.73317 1.3521
C -27.28553 5.28254 18.23048 -1.5694
C -25.41761 8.86181 21.22964 -1.0016
H -28.29286 5.46735 20.14232 -0.3381
H -26.58696 4.82126 20.16724 -0.0017
H -27.82713 5.95553 17.56576 0.3694
H -27.85883 4.36618 18.09000 0.1653
H -26.27023 5.29749 17.83421 0.4195
H -24.69524 9.04791 22.02440 0.4006
H -26.33666 9.44350 21.30102 0.2471
H -24.86718 9.15044 20.33420 0.3584
O -30.82575 7.49137 28.37146 -0.5962
S -31.93888 6.92809 27.69483 1.1407
O -32.51330 7.49273 26.46965 -0.5863
O -31.84439 5.24287 27.49558 -0.3198
C -31.17597 4.66937 26.40253 0.2429
C -30.89517 3.18750 26.63263 -0.9428
C -33.23333 6.87401 28.87275 -0.9731
H -30.22066 5.14087 26.17188 0.1184
H -31.87046 4.72714 25.56440 0.1998
H -30.48804 2.70654 25.74324 0.0517
H -31.72079 2.58531 27.01187 0.3970
H -30.10410 3.25476 27.37948 0.3374
H -34.12948 6.38405 28.49202 0.3053
H -33.38422 7.88214 29.25875 0.3936
H -32.78861 6.28722 29.67649 0.3350
```

Computed properties:
LUMO energy (spin up / spin down) = -2.747 / -9.248 eV
orbital gap (spin up / spin down) = 8.8 / 2.3 eV
highest occupied orbital energy (spin up / spin down) = -11.52 / -11.52 eV
total charge = +1
2S+1 = 2